(1)
Computed, not measured: a structure of composition C4H4O3 in a non-equilibrium geometry, with the ωB97M-V functional and the def2-TZVPD basis.

Structure (XYZ):
```
11
Properties=species:S:1:pos:R:3:forces:R:3
C 0.706 0.080 2.259 -8.5 2.0 -2.4
C -1.253 -0.199 1.999 2.4 1.3 -0.5
C -0.043 -0.319 1.036 -1.4 -3.4 0.3
C -0.018 0.295 -0.347 -3.9 -1.3 0.5
O 1.857 0.110 2.467 9.0 -0.1 2.2
O -2.400 -0.359 1.913 -1.2 -0.1 0.5
O -0.445 0.257 3.081 -0.9 -0.9 0.2
H 0.032 -1.460 1.029 0.2 0.7 -0.8
H -0.333 1.300 -0.267 -0.8 1.2 0.0
H -0.652 -0.260 -1.145 1.1 0.8 1.6
H 0.929 0.378 -0.631 4.1 -0.1 -1.6
```
Positions in Å, forces in eV/Å.

Its total energy is -10349.061 eV. The molecular weight is 100.1 g mol⁻¹. For the energy relative to the best compared isomer or geometry (same formula, charge and spin), the calculation gives 0.9130 eV. The value obtained for the LUMO energy (alpha / beta) is 0.76 / -3.83 eV. Its HOMO energy (alpha / beta) is -5.799 / -11.092 eV. The spin multiplicity is 3.

---

(2)
Computed, not measured: the ion C4H4O4 with charge -2 in a non-equilibrium geometry, with the ωB97M-V functional and the def2-TZVPD basis.

Structure (XYZ):
```
12
Properties=species:S:1:pos:R:3:forces:R:3
O -0.117 3.009 -0.469 0.8 0.2 0.0
C 0.007 1.823 -0.896 -2.1 0.2 3.8
O -0.156 1.439 -2.037 0.5 -0.9 -2.1
C 0.051 0.693 0.316 4.0 0.3 -3.0
C -0.422 -0.659 -0.080 3.4 -0.2 -0.4
C 0.389 -1.834 0.613 -2.3 1.4 -0.4
O -0.273 -2.867 0.721 -1.1 -2.4 -0.1
O 1.494 -1.626 1.082 2.5 0.6 0.5
H 1.171 0.504 0.539 -1.4 0.6 -0.2
H -0.357 0.977 1.227 -1.0 1.2 1.5
H -0.385 -0.756 -1.152 0.4 -0.1 -0.6
H -1.403 -0.705 0.136 -3.6 -0.9 1.0
```
Positions in Å, forces in eV/Å.

Its net charge is -2. Its total energy is -12402.446 eV. The molecular weight is 116.1 g mol⁻¹. For the energy relative to the best compared isomer or geometry (same formula, charge and spin), the calculation gives 0.8057 eV. Its SMILES is O=C([O-])CCC(=O)[O-]. The value obtained for the LUMO energy is 7.06 eV. Its HOMO energy is -0.118 eV.

---

(3)
Computed, not measured: the molecule C4H4O4S2 in a non-equilibrium geometry, with the ωB97M-V functional and the def2-TZVPD basis.

Structure (XYZ):
```
14
Properties=species:S:1:pos:R:3:forces:R:3
C -0.973 1.542 -0.549 0.4 -2.4 0.5
C -1.547 0.437 -0.235 -1.6 0.2 -0.9
C 1.474 -0.508 -1.340 -0.7 0.0 2.3
C -1.184 -0.777 0.451 -0.4 -1.8 2.6
O 3.394 0.867 0.249 2.8 0.3 0.6
O 1.217 1.790 0.107 -2.5 2.3 0.5
O 1.363 -0.546 1.127 0.2 0.3 1.9
O 0.567 -2.756 -0.017 -0.3 -0.2 0.7
S 2.064 0.637 -0.062 -3.5 -4.1 -2.5
S 0.624 -1.329 -0.008 1.2 2.2 -3.5
H -1.152 2.486 -0.915 0.6 2.0 -0.7
H -2.636 0.301 -0.675 1.9 1.2 0.7
H -1.233 -0.578 1.622 0.4 -0.5 -2.4
H -1.979 -1.568 0.243 1.5 0.7 0.2
```
Positions in Å, forces in eV/Å.

Its total energy is -34062.282 eV. The molecular weight is 180.2 g mol⁻¹. For the energy relative to the best compared isomer or geometry (same formula, charge and spin), the calculation gives 2.1648 eV. The value obtained for the LUMO energy (alpha / beta) is -3.00 / -3.03 eV. Its HOMO energy (alpha / beta) is -7.958 / -7.928 eV.

---

(4)
Computed, not measured: the molecule C4H4OS in a non-equilibrium geometry, with the ωB97M-V functional and the def2-TZVPD basis.

Structure (XYZ):
```
10
Properties=species:S:1:pos:R:3:forces:R:3
C -1.481 0.073 0.098 -3.1 -3.1 -1.8
C 0.904 -0.968 0.149 -0.2 0.1 0.6
C 0.820 0.585 -0.096 0.8 0.0 0.2
C -0.432 1.084 -0.018 0.6 3.2 -2.4
H 0.835 -1.217 1.262 1.4 0.6 -1.4
H 1.788 -1.410 -0.427 -1.5 0.3 1.0
H 1.797 1.262 -0.325 -2.6 -1.9 0.6
H -0.673 2.230 -0.519 0.4 -3.4 2.2
O -2.706 0.057 0.038 2.0 1.8 0.7
S -0.852 -1.695 -0.161 2.1 2.5 0.3
```
Positions in Å, forces in eV/Å.

Its total energy is -17093.250 eV. The molecular weight is 100.1 g mol⁻¹. For the energy relative to the best compared isomer or geometry (same formula, charge and spin), the calculation gives 1.8948 eV. Its SMILES is O=C1C=CCS1. The value obtained for the LUMO energy is -0.21 eV. Its HOMO energy is -9.280 eV.

---

(5)
Computed, not measured: a cluster of 2 separate species, C4H4OS in total in a non-equilibrium geometry, with the ωB97M-V functional and the def2-TZVPD basis.

Structure (XYZ):
```
10
Properties=species:S:1:pos:R:3:forces:R:3
C -0.753 0.983 -1.661 -0.5 -0.9 2.2
C -0.971 0.523 -0.569 0.4 -0.9 -1.0
C 2.272 -0.527 0.430 0.6 -1.7 0.8
C -1.004 -0.316 0.582 -0.6 -1.3 2.1
O 2.388 -1.639 0.752 -0.2 0.6 -0.4
S 2.163 0.958 0.073 0.1 1.2 -0.3
H -1.003 1.714 -2.300 -0.2 2.0 -2.6
H -1.851 -1.082 0.586 0.8 1.2 -0.2
H -1.169 0.361 1.497 0.7 -1.4 -1.0
H -0.072 -0.977 0.610 -1.2 1.2 0.4
```
Positions in Å, forces in eV/Å.

Its total energy is -17093.247 eV. The molecular weight is 100.1 g mol⁻¹. For the energy relative to the best compared isomer or geometry (same formula, charge and spin), the calculation gives 1.8979 eV. Its SMILES is O=C=S.C#CC. The value obtained for the LUMO energy is 0.64 eV. Its HOMO energy is -9.790 eV.

---

(6)
Computed, not measured: the molecule C4H4OS in a non-equilibrium geometry, with the ωB97M-V functional and the def2-TZVPD basis.

Structure (XYZ):
```
10
Properties=species:S:1:pos:R:3:forces:R:3
C -1.117 0.395 -0.334 -1.2 2.6 1.1
C 0.130 0.786 -0.617 0.7 2.3 -1.6
C -1.339 -0.986 0.086 -0.2 -0.9 -0.5
C 2.128 0.521 0.793 0.7 -0.8 1.0
O -0.537 -1.855 -0.156 0.6 -0.5 -0.2
S 1.526 -0.273 -0.480 0.2 -0.7 -0.1
H -1.932 1.208 -0.105 1.5 -1.8 -0.8
H 0.551 1.829 -0.966 -1.6 -1.9 1.1
H -2.235 -1.357 0.574 -0.7 0.8 0.4
H 2.825 -0.267 1.205 0.2 1.0 -0.3
```
Positions in Å, forces in eV/Å.

Its total energy is -17090.732 eV. The molecular weight is 100.1 g mol⁻¹. For the energy relative to the best compared isomer or geometry (same formula, charge and spin), the calculation gives 4.4129 eV. The value obtained for the LUMO energy is -0.46 eV. Its HOMO energy is -8.783 eV.

---

(7)
Computed, not measured: a structure of composition C4H4OS in a non-equilibrium geometry, with the ωB97M-V functional and the def2-TZVPD basis.

Structure (XYZ):
```
10
Properties=species:S:1:pos:R:3:forces:R:3
C -0.142 0.206 0.073 -0.1 -0.5 -1.0
C 1.287 0.410 0.047 6.0 6.9 -0.6
C -1.029 1.175 -0.059 0.0 -0.7 0.5
C -0.134 -1.324 0.000 0.6 1.4 5.3
O 2.078 1.601 -0.091 -5.2 -7.8 1.1
S 1.724 -1.297 0.032 -0.3 0.5 0.3
H -2.031 0.825 -0.306 -0.1 1.0 0.3
H -0.607 2.162 0.174 -0.9 -0.1 -0.7
H -0.702 -1.855 0.859 1.5 1.1 -0.6
H -0.445 -1.903 -0.729 -1.6 -1.8 -4.6
```
Positions in Å, forces in eV/Å.

Its total energy is -17092.231 eV. The molecular weight is 100.1 g mol⁻¹. For the energy relative to the best compared isomer or geometry (same formula, charge and spin), the calculation gives 2.9138 eV. The value obtained for the LUMO energy (alpha / beta) is -0.73 / -0.73 eV. Its HOMO energy (alpha / beta) is -9.717 / -9.718 eV.

---

(8)
Computed, not measured: the molecule C4H4OS2 in a non-equilibrium geometry, with the ωB97M-V functional and the def2-TZVPD basis.

Structure (XYZ):
```
11
Properties=species:S:1:pos:R:3:forces:R:3
C 1.941 -0.586 -0.475 -0.4 -0.7 0.2
C 0.727 0.325 -0.191 1.3 1.0 -1.0
C -0.535 -0.327 0.175 0.5 -0.9 1.0
C -1.684 0.450 0.642 0.0 1.8 -1.6
H 2.779 -0.030 -0.944 -0.1 -0.2 0.2
H -0.405 -1.319 0.621 0.1 0.3 -0.2
H -2.373 0.072 1.349 -0.3 -0.5 0.7
H -1.580 1.565 0.597 -0.1 -1.2 0.1
O 1.971 -1.774 -0.236 -0.1 1.2 -0.2
S 1.009 1.918 -0.494 -0.5 -1.2 0.5
S -1.850 -0.293 -1.045 -0.4 0.3 0.2
```
Positions in Å, forces in eV/Å.

Its total energy is -27929.022 eV. The molecular weight is 132.2 g mol⁻¹. For the energy relative to the best compared isomer or geometry (same formula, charge and spin), the calculation gives 1.1410 eV. Its SMILES is O=CC(=S)[C@H]1CS1. The value obtained for the LUMO energy is -1.64 eV. Its HOMO energy is -9.253 eV.

---

(9)
Computed, not measured: the molecule C4H4OS2 in a non-equilibrium geometry, with the ωB97M-V functional and the def2-TZVPD basis.

Structure (XYZ):
```
11
Properties=species:S:1:pos:R:3:forces:R:3
C -1.081 -0.419 -0.026 5.0 -3.0 0.6
C 0.180 0.309 -0.116 1.5 4.3 3.2
C 0.251 1.749 0.204 1.3 -4.9 -1.4
C 1.341 -0.614 -0.073 1.3 -1.8 -4.8
H -1.955 -2.018 0.275 3.8 0.3 0.2
H -0.592 2.387 0.165 -1.0 0.1 0.1
H 1.210 2.270 0.396 -0.5 -0.8 -0.3
H 1.049 -1.659 -0.743 0.7 2.7 2.7
O -0.888 -1.757 0.291 -4.0 0.2 -0.2
S -2.489 0.065 -0.238 -6.3 2.8 -1.1
S 2.975 -0.313 -0.136 -1.8 0.1 0.9
```
Positions in Å, forces in eV/Å.

Its total energy is -27926.954 eV. The molecular weight is 132.2 g mol⁻¹. For the energy relative to the best compared isomer or geometry (same formula, charge and spin), the calculation gives 3.2091 eV. Its SMILES is C=C(C=S)C(O)=S. The value obtained for the LUMO energy is -1.70 eV. Its HOMO energy is -8.809 eV.

---

(10)
Computed, not measured: the molecule C4H4OS2 in a non-equilibrium geometry, with the ωB97M-V functional and the def2-TZVPD basis.

Structure (XYZ):
```
11
Properties=species:S:1:pos:R:3:forces:R:3
C -1.875 0.052 0.000 0.1 -0.6 0.0
C -0.903 1.082 0.000 0.8 -0.1 0.0
C -1.192 -1.122 0.000 -1.0 0.2 0.0
C 0.300 0.438 0.000 -0.1 0.5 0.0
O 0.138 -0.895 0.000 0.4 -0.1 0.0
S 2.967 -0.716 0.000 -0.1 -0.4 0.0
S 1.924 1.084 0.000 0.0 0.3 0.0
H -2.938 0.178 0.000 -0.2 -0.1 0.0
H -1.062 2.139 0.000 0.0 0.2 0.0
H -1.507 -2.146 0.000 0.0 -0.2 0.0
H 4.147 -0.094 0.000 0.1 0.2 0.0
```
Positions in Å, forces in eV/Å.

Its total energy is -27929.617 eV. The molecular weight is 132.2 g mol⁻¹. For the energy relative to the best compared isomer or geometry (same formula, charge and spin), the calculation gives 0.5463 eV. Its SMILES is SSc1ccco1. The value obtained for the LUMO energy is 0.31 eV. Its HOMO energy is -7.737 eV.

---

The highest molecular weight belongs to which entry? C4H4O4S2